Record 1
Computed, not measured: a structure of composition C35H52AsMnO2P3, with wB97M-V/def2-TZVPD.

XYZ file:
```
94
Properties=species:S:1:pos:R:3:forces:R:3
Mn -0.4221 0.1053 -0.6113 0.91 -0.35 -1.00
P 0.0525 1.9479 2.4469 -0.10 0.49 -0.10
P -2.8036 -0.0023 0.4391 -0.76 -0.04 -0.49
P 1.4773 2.1192 -1.1031 0.07 0.59 -0.97
H -5.3645 2.8690 -6.3352 0.33 -0.30 -0.15
C -4.3773 2.6899 -6.7743 -0.17 -0.98 -0.58
C -3.8456 1.4628 -6.9501 -0.51 0.93 -0.51
H -4.3611 0.5126 -6.7572 0.14 0.60 0.27
C -0.4626 3.5997 2.9977 -0.17 0.07 -0.03
C -0.7799 0.6505 3.3766 -0.13 -0.29 0.36
C 1.8420 1.8024 2.5562 0.57 -0.13 0.07
C -3.9627 -0.4283 -0.9165 0.19 0.17 -0.18
C -3.2890 -1.2079 1.7317 0.57 -0.24 0.27
C -3.4119 1.6112 1.0756 0.01 0.08 0.06
C 1.5792 2.2870 -2.9337 -0.42 -0.33 0.02
C 3.2670 1.9879 -0.6979 0.03 -0.52 0.48
C 1.0142 3.8141 -0.5386 -0.23 -0.09 0.13
H -3.9115 3.5890 -7.1967 0.13 -0.40 0.41
H -2.8652 1.3685 -7.4374 -0.50 -0.05 0.09
H -0.2126 3.7737 4.0542 0.01 -0.25 -0.24
H -1.5443 3.7423 2.8749 0.22 -0.16 0.05
H 0.0350 4.3759 2.4030 0.00 -0.27 0.08
H -0.3122 0.5868 4.3721 -0.12 0.10 -0.26
H -0.6862 -0.3382 2.9031 0.17 0.39 -0.02
H -1.8534 0.8522 3.5234 0.44 0.12 -0.10
H 2.3283 2.7752 2.3166 -0.42 -0.63 0.22
H 2.2375 1.0145 1.8771 -0.38 0.46 0.42
H 2.0988 1.5109 3.6001 -0.12 0.26 -0.63
H -4.9062 -0.8212 -0.5143 0.26 0.18 -0.02
H -3.4974 -1.1906 -1.5571 -0.18 0.19 0.16
H -4.1619 0.4629 -1.5237 0.06 -0.22 0.04
H -4.0166 -0.7680 2.4335 0.24 -0.10 -0.35
H -2.3973 -1.5309 2.2846 -0.37 -0.07 0.02
H -3.7320 -2.0954 1.2549 0.19 0.34 0.14
H -4.4026 1.4389 1.5274 0.32 0.16 -0.17
H -3.5075 2.3207 0.2438 -0.07 -0.20 0.25
H -2.7462 2.0556 1.8357 -0.36 -0.26 -0.31
H 2.5169 2.7655 -3.2450 -0.28 -0.05 0.24
H 0.7236 2.8505 -3.3258 0.14 -0.15 0.10
H 1.5381 1.2724 -3.3502 0.05 0.26 -0.08
H 3.8893 2.2839 -1.5543 -0.33 -0.01 0.27
H 3.4954 0.9433 -0.4469 0.06 0.37 -0.09
H 3.5247 2.6102 0.1694 -0.07 -0.16 -0.24
H 1.5472 4.5879 -1.1100 -0.07 -0.31 0.12
H 1.2290 3.9654 0.5274 0.12 -0.08 -0.26
H -0.0640 3.9554 -0.6809 0.21 0.04 -0.11
C -1.6080 1.3331 -2.9818 -1.06 2.43 -0.86
C -2.0149 2.5094 -2.2449 0.44 -0.99 -0.76
C -2.3775 3.6597 -2.9694 0.04 0.11 -0.35
C -2.2497 3.7020 -4.3662 0.25 -0.28 0.34
C -1.8673 2.5325 -5.0463 -0.69 -0.11 0.04
C -1.7288 1.3091 -4.4005 1.08 0.12 1.07
O -1.0194 0.2877 -2.4286 0.47 -1.25 2.92
H -0.3282 1.8293 1.0648 0.18 0.18 0.84
H -1.9897 2.5201 -1.1312 0.06 -0.11 -0.88
H -2.7482 4.5509 -2.4495 0.23 -0.39 -0.10
H -2.4740 4.6110 -4.9487 0.17 -0.55 0.54
H -1.7979 2.5405 -6.1264 0.09 0.16 0.25
H -1.5337 0.3388 -4.8977 -0.03 0.92 0.13
O 0.8007 -0.9762 0.4753 -1.35 1.56 -0.89
As 1.4792 -2.2559 1.3634 0.34 -0.60 -1.96
C 0.0184 -3.0825 2.2848 0.52 0.03 0.89
C -0.0966 -2.9220 3.6722 -0.41 -0.30 -0.11
C -1.1547 -3.5465 4.3369 0.05 0.27 0.02
C -2.0983 -4.2903 3.6278 0.18 -0.02 -0.16
C -1.9275 -4.4967 2.2528 0.15 0.29 -0.11
C -0.8630 -3.8989 1.5650 0.00 0.02 0.17
C 2.1220 -3.5154 0.0546 0.23 -0.22 0.33
C 2.7440 -4.6412 0.6140 0.00 -0.21 -0.19
C 3.2017 -5.6643 -0.2244 -0.13 0.36 0.12
C 3.0507 -5.5345 -1.6106 0.05 0.12 0.38
C 2.4968 -4.3768 -2.1623 0.05 -0.05 0.46
C 2.0289 -3.3555 -1.3308 -0.02 -0.15 0.11
C 3.0313 -1.4303 2.1142 -0.01 -0.61 0.93
C 3.2113 -1.4554 3.5013 0.48 0.34 -0.38
C 4.3828 -0.9132 4.0306 -0.05 0.06 0.01
C 5.3623 -0.3660 3.1988 -0.22 -0.03 -0.18
C 5.1885 -0.3975 1.8100 -0.34 -0.05 -0.28
C 4.0256 -0.9474 1.2497 -0.02 -0.13 0.16
H 0.6301 -2.3358 4.2353 -0.34 -0.21 -0.12
H -1.2309 -3.4407 5.4155 -0.09 -0.03 -0.16
H -2.9570 -4.7188 4.1541 0.41 0.03 -0.24
H -2.6252 -5.1222 1.7036 0.08 0.07 0.10
H -0.7062 -4.0691 0.4938 -0.12 -0.02 0.41
H 2.8772 -4.7207 1.7025 -0.10 -0.08 -0.46
H 3.6789 -6.5446 0.2124 -0.19 0.28 -0.23
H 3.3938 -6.3413 -2.2496 -0.04 0.16 -0.01
H 2.4383 -4.2684 -3.2360 -0.05 0.00 -0.02
H 1.6091 -2.4520 -1.7690 -0.01 -0.15 0.11
H 2.4686 -1.9143 4.1461 0.29 0.14 0.00
H 4.5246 -0.9286 5.1018 0.10 0.02 0.05
H 6.2698 0.0728 3.6231 -0.34 -0.23 -0.13
H 5.9598 -0.0037 1.1443 -0.19 -0.16 0.26
H 3.9039 -1.0484 0.1603 0.13 0.08 0.59
```
Positions in Å, forces in eV/Å.

Values from the calculation:
LUMO level (alpha / beta)   -11.17 / -8.68 eV
Molar mass   727.581 g mol⁻¹
Frontier orbital gap (alpha / beta)   3.54 / 6.04 eV
Spin multiplicity   5
HOMO (alpha / beta)   -14.71 / -14.71 eV
DFT total energy   -161233.271 eV
⟨S²⟩   6.340
Charge   +3

Results of the Löwdin charge analysis, in e, for atoms 1 through 5: number 1, Mn, carries 0.783; number 2, P, carries 0.893; number 3, P, carries 0.833; number 4, P, carries 0.858; number 5, H, carries 0.061

=====

Record 2
Computed, not measured: a structure of composition C35H52AsO2OsP3, with wB97M-V/def2-TZVPD.

XYZ file:
```
94
Properties=species:S:1:pos:R:3:forces:R:3
Os -0.8350 0.6682 1.1062 1.52 -2.06 -2.90
P 0.8926 2.0467 1.7942 2.02 2.75 1.16
P -0.6488 -0.8828 2.7403 0.02 -2.65 2.01
P -2.4749 1.8494 2.1591 -2.50 0.78 1.02
H -4.9422 2.7751 -6.2126 -0.10 0.45 0.06
C -5.0972 3.7195 -5.6792 0.18 0.23 0.08
C -4.1832 4.6992 -5.6720 -0.21 -0.17 -0.14
H -3.2499 4.6252 -6.2434 -0.40 0.02 0.24
C 2.3066 1.8499 0.6690 0.06 -0.24 -0.35
C 1.6261 1.8430 3.4588 -0.13 -0.09 0.03
C 0.5117 3.8327 1.7030 0.07 0.02 -0.12
C -1.8986 -2.1932 2.4773 -0.15 -0.04 -0.18
C 0.9218 -1.8246 2.7817 0.20 0.00 -0.40
C -0.8469 -0.5025 4.5257 -0.14 0.51 0.14
C -3.0697 3.3243 1.2506 0.40 -0.07 -0.46
C -2.2420 2.5227 3.8587 0.44 -0.10 0.05
C -3.9998 0.8494 2.3572 0.11 -0.08 -0.20
H -6.0441 3.8318 -5.1322 0.34 -0.01 -0.39
H -4.3615 5.6338 -5.1251 0.03 -0.33 -0.34
H 1.9314 1.6606 -0.3431 0.15 0.08 0.15
H 2.9379 1.0049 0.9732 -0.24 0.22 -0.02
H 2.9093 2.7671 0.6709 -0.17 -0.15 0.09
H 2.0417 0.8355 3.5750 -0.08 0.21 0.00
H 0.8827 2.0172 4.2447 0.20 -0.02 -0.13
H 2.4392 2.5723 3.5795 -0.20 -0.15 -0.08
H 0.1140 4.0694 0.7079 0.12 -0.06 0.23
H 1.4416 4.3982 1.8560 -0.26 -0.12 0.00
H -0.2149 4.1345 2.4664 0.17 -0.07 -0.14
H -1.8127 -2.9468 3.2726 0.06 0.21 -0.16
H -1.7320 -2.6750 1.5075 -0.04 0.11 0.17
H -2.9106 -1.7684 2.4916 0.29 -0.13 0.02
H 1.0635 -2.2885 3.7680 -0.16 0.14 -0.29
H 1.7740 -1.1653 2.5752 -0.16 -0.13 0.10
H 0.9033 -2.6131 2.0146 -0.05 0.30 0.33
H -1.7273 -1.0293 4.9185 0.21 0.15 -0.15
H -0.9660 0.5651 4.7124 0.05 -0.24 0.09
H 0.0387 -0.8484 5.0746 -0.26 0.10 -0.21
H -3.6973 3.9348 1.9137 0.14 -0.31 -0.11
H -3.6648 3.0111 0.3825 0.15 0.05 0.19
H -2.2283 3.9329 0.8979 -0.24 -0.09 0.09
H -2.8151 3.4557 3.9479 0.13 -0.27 -0.13
H -1.1921 2.7447 4.0834 -0.28 0.01 0.02
H -2.6303 1.8137 4.6003 0.12 0.19 -0.23
H -4.8674 1.5205 2.4337 0.25 -0.15 0.10
H -3.9433 0.2289 3.2616 -0.02 0.17 -0.22
H -4.1252 0.2021 1.4794 -0.06 0.22 0.25
C -1.7945 2.0456 -1.5527 0.24 0.07 0.81
C -2.7450 1.0348 -1.8898 -1.11 -0.36 -0.13
C -3.9035 1.3957 -2.5683 0.97 -1.21 0.63
C -4.0439 2.6938 -3.0478 -0.63 0.20 -0.45
C -2.9948 3.6147 -2.9434 1.39 0.55 0.10
C -1.8445 3.2863 -2.2558 -0.55 0.52 -0.02
O -0.9792 1.9376 -0.5324 -0.12 -0.25 -1.30
H -2.0721 -0.1224 0.3813 -1.09 0.25 0.24
H -2.5962 0.0213 -1.5128 -0.15 0.35 -0.12
H -4.7015 0.6733 -2.7378 0.27 0.10 0.04
H -4.9501 2.9589 -3.5883 0.23 0.09 0.37
H -3.0701 4.5842 -3.4392 -0.06 -0.30 0.24
H -1.0165 3.9764 -2.1157 -0.22 0.03 -0.07
O 0.5926 -0.8575 -0.2088 -0.27 0.39 0.29
As 1.8878 -1.8796 -0.6299 -0.05 0.43 1.42
C 1.6127 -3.7020 -0.0389 0.18 0.02 -0.46
C 2.7140 -4.5068 0.2794 0.02 -0.28 0.00
C 2.5165 -5.8660 0.5479 0.08 0.17 0.00
C 1.2385 -6.4263 0.4701 0.06 0.22 0.03
C 0.1503 -5.6189 0.1168 -0.10 0.38 -0.04
C 0.3326 -4.2573 -0.1523 -0.09 -0.36 0.02
C 1.9028 -2.1278 -2.5289 -2.35 1.00 -0.23
C 3.0157 -2.7317 -3.1320 1.13 -1.01 -1.32
C 2.9550 -3.1064 -4.4776 0.11 -0.07 -0.30
C 1.7932 -2.8712 -5.2216 2.01 -0.88 -0.30
C 0.6885 -2.2620 -4.6131 -1.45 0.92 0.94
C 0.7408 -1.8713 -3.2699 0.56 -0.09 0.53
C 3.6311 -1.2115 -0.1113 0.19 -0.23 -0.15
C 4.3563 -0.4253 -1.0197 0.10 0.02 0.17
C 5.6273 0.0493 -0.6667 -0.23 -0.05 -0.11
C 6.1847 -0.2701 0.5754 -0.24 0.00 -0.08
C 5.4621 -1.0609 1.4720 -0.31 -0.10 0.03
C 4.1892 -1.5400 1.1352 0.01 0.10 -0.06
H 3.7187 -4.0880 0.3073 -0.18 -0.14 0.06
H 3.3727 -6.4869 0.8128 -0.24 0.16 -0.08
H 1.0902 -7.4899 0.6796 0.06 0.41 -0.11
H -0.8490 -6.0480 0.0430 0.28 0.08 0.00
H -0.5060 -3.6339 -0.4676 0.12 -0.20 0.12
H 3.9250 -2.9135 -2.5557 -0.19 -0.01 -0.16
H 3.8209 -3.5836 -4.9419 -0.31 0.18 0.11
H 1.7531 -3.1564 -6.2742 -0.01 0.04 0.28
H -0.2255 -2.0878 -5.1865 0.31 -0.06 0.11
H -0.1030 -1.3789 -2.7885 0.16 -0.17 -0.16
H 3.9272 -0.1775 -1.9936 0.20 0.04 0.22
H 6.1805 0.6729 -1.3688 -0.12 -0.20 0.16
H 7.1786 0.0974 0.8450 -0.37 -0.14 -0.12
H 5.8814 -1.3118 2.4465 -0.06 0.04 -0.28
H 3.6400 -2.1734 1.8358 0.26 0.17 -0.17
```
Positions in Å, forces in eV/Å.

Values from the calculation:
LUMO level (alpha / beta)   -10.74 / -14.73 eV
Molar mass   862.873 g mol⁻¹
Frontier orbital gap (alpha / beta)   6.90 / 2.77 eV
Spin multiplicity   5
HOMO (alpha / beta)   -17.65 / -17.50 eV
DFT total energy   -132363.934 eV
⟨S²⟩   6.051
Charge   +4

Results of the Löwdin charge analysis, in e, for atoms 1 through 5: number 1, Os, carries 1.036; number 2, P, carries 0.663; number 3, P, carries 0.643; number 4, P, carries 0.682; number 5, H, carries 0.075

=====

Record 3
Computed, not measured: a structure of composition C35H52AsOP3SeTl, with wB97M-V/def2-TZVPD.

XYZ file:
```
94
Properties=species:S:1:pos:R:3:forces:R:3
Tl 0.3789 -0.8045 -2.1617 -0.03 0.87 0.23
P -0.5523 -0.0401 2.4219 -0.32 0.96 1.75
P 2.3623 -0.4079 0.8867 2.61 -0.54 0.95
P -1.6970 -1.7348 0.2576 -2.01 -0.51 0.59
H 3.5448 -6.5681 -3.9798 -0.12 0.16 -0.37
C 2.6884 -6.4057 -4.6424 0.11 -0.04 -0.45
C 2.4634 -5.2256 -5.2345 0.33 -0.67 -0.22
H 3.2031 -4.4080 -5.1596 -0.61 -0.41 0.10
C -0.4377 -1.0530 3.9537 0.29 -0.84 -0.82
C 0.4635 1.3711 3.0078 0.72 0.35 -0.71
C -2.1943 0.7192 2.7452 -0.45 -0.21 -0.95
C 3.3567 -1.3698 -0.3272 -0.69 -0.48 -0.69
C 3.2287 1.2027 0.7351 -0.90 0.74 -0.22
C 3.2173 -0.9774 2.4199 -0.43 -0.48 0.42
C -1.6643 -2.9925 -1.0993 0.67 -0.12 -0.27
C -3.1968 -0.8057 -0.2675 0.42 0.60 0.03
C -2.4865 -2.8348 1.5097 0.28 -0.09 0.26
H 2.0849 -7.3149 -4.8048 0.06 0.76 0.02
H 1.6210 -5.1048 -5.9272 0.40 0.06 0.31
H -0.7579 -0.4308 4.7934 0.04 0.06 -0.17
H 0.5995 -1.3763 4.1026 -0.30 -0.09 0.09
H -1.1031 -1.9167 3.8670 0.23 0.02 0.27
H -0.0666 1.9057 3.8117 -0.01 -0.34 -0.31
H 0.5842 2.0575 2.1589 0.14 -0.21 0.40
H 1.4479 1.0715 3.4017 -0.39 0.02 -0.30
H -2.1989 1.2032 3.7282 0.33 -0.19 -0.12
H -2.9883 -0.0364 2.7440 0.11 0.19 -0.09
H -2.3868 1.4900 1.9911 -0.12 -0.20 0.14
H 4.4234 -1.2704 -0.0728 -0.33 0.21 0.01
H 3.1879 -0.9683 -1.3443 0.30 -0.24 0.35
H 3.0880 -2.4378 -0.2991 0.17 0.53 -0.03
H 4.0604 1.2451 1.4467 -0.24 -0.13 -0.11
H 2.5257 2.0113 0.9623 0.33 0.10 -0.18
H 3.6173 1.3313 -0.2817 -0.25 0.03 0.19
H 4.2568 -0.6288 2.3660 -0.31 0.04 0.01
H 3.2214 -2.0754 2.5039 0.01 0.71 -0.02
H 2.7292 -0.5598 3.3082 0.31 -0.11 -0.09
H -2.6713 -3.4268 -1.1905 0.26 0.14 0.19
H -0.9343 -3.7737 -0.8396 -0.21 0.11 -0.24
H -1.4210 -2.5728 -2.0919 -0.17 -0.28 0.36
H -4.0140 -1.5113 -0.4650 0.27 0.05 0.06
H -2.9748 -0.2276 -1.1760 -0.13 -0.11 0.30
H -3.5057 -0.1136 0.5276 0.07 -0.14 -0.34
H -3.4057 -3.2369 1.0694 0.14 0.10 0.06
H -2.7457 -2.3222 2.4417 0.03 -0.01 -0.25
H -1.8325 -3.6782 1.7550 -0.17 0.09 -0.05
C 1.3950 -5.0400 0.4948 -0.69 -1.32 -1.13
C 1.6932 -4.6940 -0.8423 0.32 -0.23 0.90
C 2.0066 -5.7079 -1.7337 -0.15 0.12 -0.35
C 1.9182 -7.0591 -1.3850 -0.42 0.27 0.53
C 1.4761 -7.4116 -0.1000 -0.05 0.45 0.05
C 1.1987 -6.4076 0.8456 0.53 1.03 -0.26
Se 1.5076 -3.7165 1.8278 -1.52 0.77 0.61
H 0.0476 -3.3020 2.1427 1.27 -0.64 -0.40
H 1.7683 -3.6415 -1.1677 -0.01 -0.64 0.27
H 2.3095 -5.4098 -2.7341 -0.21 -0.24 0.35
H 2.1281 -7.8359 -2.1217 0.07 0.26 0.25
H 1.3772 -8.4637 0.1694 -0.05 0.33 -0.02
H 0.8831 -6.5978 1.8763 0.25 -0.34 -0.45
O -0.5746 1.3591 -0.3110 0.51 -0.31 -0.01
As -0.8116 3.0304 -0.4878 -0.80 0.34 0.00
C -2.0399 3.2425 -1.9643 0.04 0.24 -0.28
C -1.6856 4.0425 -3.0595 0.06 -0.44 -0.08
C -2.4842 4.0245 -4.2104 -0.22 0.19 0.36
C -3.6678 3.2802 -4.2367 0.47 -0.31 0.11
C -4.0473 2.5218 -3.1266 0.34 0.14 0.50
C -3.2428 2.5173 -1.9780 0.12 -0.14 -0.40
C -1.6990 3.7827 1.0794 -0.18 -0.12 0.10
C -3.1033 3.8812 1.0857 0.25 0.24 0.39
C -3.7598 4.3941 2.2173 0.08 -0.24 0.01
C -3.0434 4.7464 3.3705 0.33 -0.47 -0.43
C -1.6501 4.5846 3.3727 0.02 0.15 -0.41
C -0.9761 4.1436 2.2256 -0.50 -0.36 0.17
C 0.8424 3.9980 -0.7511 -0.26 0.07 -0.44
C 1.8146 3.4642 -1.6069 0.08 0.13 0.47
C 3.0430 4.1184 -1.7355 -0.30 -0.39 -0.29
C 3.2825 5.3177 -1.0716 -0.04 -0.19 0.42
C 2.2846 5.8746 -0.2695 -0.09 -0.01 -0.41
C 1.0411 5.2453 -0.1529 0.22 0.03 0.45
H -0.7549 4.6185 -3.0308 -0.37 -0.14 -0.11
H -2.1992 4.6206 -5.0743 -0.04 -0.14 0.16
H -4.2556 3.2220 -5.1466 0.00 0.19 0.13
H -4.9571 1.9236 -3.1369 0.15 0.23 -0.06
H -3.5370 1.9269 -1.1066 0.08 0.12 -0.36
H -3.6820 3.5364 0.2284 0.11 0.40 0.28
H -4.8487 4.4760 2.2110 0.35 0.01 -0.02
H -3.5592 5.0758 4.2753 0.16 0.02 -0.40
H -1.0641 4.8335 4.2517 -0.14 0.00 -0.02
H 0.0971 3.9665 2.2638 -0.20 0.49 -0.02
H 1.5998 2.5323 -2.1359 0.23 0.21 0.10
H 3.8120 3.6735 -2.3614 -0.09 0.17 0.02
H 4.2665 5.7846 -1.1392 -0.37 -0.04 -0.05
H 2.4726 6.8161 0.2366 -0.12 -0.11 -0.05
H 0.2585 5.7150 0.4511 0.30 -0.21 -0.22
```
Positions in Å, forces in eV/Å.

Values from the calculation:
LUMO level (alpha / beta)   -11.21 / -11.97 eV
Molar mass   939.987 g mol⁻¹
Frontier orbital gap (alpha / beta)   4.43 / 3.68 eV
Spin multiplicity   1
HOMO (alpha / beta)   -15.65 / -15.64 eV
DFT total energy   -197901.321 eV
Charge   +3

Results of the Löwdin charge analysis, in e, for atoms 1 through 5: number 1, Tl, carries 0.972; number 2, P, carries 0.886; number 3, P, carries 0.890; number 4, P, carries 0.783; number 5, H, carries 0.065